# 1
70
Properties=species:S:1:pos:R:3 method="wB97M-V/def2-TZVPD" charge=0 orbital_gap_ev="7.02 / 8.45" e_above_lowest_kj_mol=0.0 multiplicity=3 lumo_ev="0.3 / 0.3" max_force_ev_per_a=2.0
Co -0.56 -0.67 -1.35
C -3.52 -0.43 3.15
N -2.30 -0.47 2.38
C -1.06 -0.74 2.84
C -0.23 -0.73 1.75
N -0.95 -0.45 0.64
C -2.20 -0.31 1.04
P -3.64 -0.04 -0.05
C -3.33 -1.50 -1.10
N -2.32 -1.62 -1.95
C -2.49 -2.79 -2.60
C -3.62 -3.41 -2.12
N -4.14 -2.58 -1.18
C -5.23 -2.92 -0.31
C -2.85 1.19 -1.14
N -1.75 1.02 -1.85
C -1.54 2.16 -2.53
C -2.54 3.05 -2.24
N -3.37 2.43 -1.36
C -4.52 3.02 -0.75
H -3.29 -0.20 4.18
H -4.03 -1.40 3.11
H -4.18 0.33 2.75
H -0.84 -0.93 3.87
H 0.82 -0.92 1.72
H -1.82 -3.13 -3.36
H -4.05 -4.36 -2.35
H -5.98 -3.47 -0.87
H -5.67 -2.02 0.10
H -4.86 -3.55 0.51
H -0.70 2.29 -3.19
H -2.72 4.05 -2.58
H -4.87 3.85 -1.36
H -4.28 3.40 0.25
H -5.33 2.29 -0.67
C 4.16 0.38 4.20
C 3.45 0.95 3.01
C 3.22 0.17 1.88
C 2.51 0.66 0.78
C 2.02 1.95 0.86
C 2.25 2.76 1.97
C 2.98 2.26 3.03
S 0.90 2.54 -0.38
O 1.30 3.82 -0.89
O 1.06 1.49 -1.57
O -0.43 2.45 0.18
H 4.30 -0.69 4.10
H 3.58 0.57 5.10
H 5.14 0.85 4.33
H 3.58 -0.85 1.85
H 2.25 -1.25 -0.14
H 1.84 3.75 1.97
H 3.16 2.88 3.89
C 1.10 0.15 -1.28
C 2.32 -0.20 -0.44
C 3.55 -0.06 -1.32
C 3.95 1.17 -1.83
C 5.08 1.26 -2.64
C 5.82 0.13 -2.94
C 5.42 -1.09 -2.43
C 4.31 -1.19 -1.62
H 3.38 2.07 -1.62
H 5.38 2.22 -3.02
H 6.70 0.20 -3.57
H 5.99 -1.98 -2.67
H 4.02 -2.15 -1.21
Cl -0.18 -5.12 -1.80
Ge 0.02 -3.18 -0.69
Cl -1.79 -3.57 0.75
Cl 1.65 -3.81 0.73

---

# 2
71
Properties=species:S:1:pos:R:3 method="wB97M-V/def2-TZVPD" charge=0 orbital_gap_ev="6.07 / 6.74" e_above_lowest_kj_mol=66.1 multiplicity=2 lumo_ev="-1.1 / -1.1" max_force_ev_per_a=1.6
Ti 0.34 -0.91 -0.83
Cl 0.44 0.30 6.32
C 0.68 -0.15 4.66
C 1.96 -0.48 4.22
C 2.18 -0.82 2.90
C 1.12 -0.83 1.98
O 1.35 -1.15 0.73
C -0.19 -0.52 2.44
C -1.36 -0.50 1.60
N -1.38 -0.72 0.33
C -2.58 -0.67 -0.45
C -3.80 -0.23 0.00
C -4.94 -0.25 -0.85
C -4.85 -0.71 -2.13
C -3.60 -1.14 -2.64
C -3.43 -1.60 -3.97
C -2.19 -1.97 -4.42
C -1.10 -1.87 -3.53
N -1.23 -1.47 -2.29
C -2.46 -1.11 -1.81
C -0.38 -0.17 3.79
H 2.78 -0.46 4.92
H 3.17 -1.08 2.54
H -2.30 -0.29 2.12
H -3.92 0.15 1.00
H -5.88 0.11 -0.46
H -5.71 -0.72 -2.78
H -4.29 -1.63 -4.63
H -2.03 -2.30 -5.43
H -0.09 -2.10 -3.86
H -1.37 0.09 4.14
C -1.57 -4.50 0.13
C -0.32 -4.38 -0.67
N 0.34 -3.26 -0.88
C 1.40 -3.58 -1.69
C 1.38 -4.92 -1.96
N 0.28 -5.41 -1.30
C 2.22 -5.85 -2.75
O 3.32 -5.35 -3.28
O 1.88 -7.01 -2.86
C 2.28 -2.52 -2.25
O 3.33 -2.85 -2.81
O 1.83 -1.33 -2.15
H -1.57 -3.72 0.90
H -1.64 -5.47 0.62
H -2.44 -4.37 -0.50
H 0.02 -6.38 -1.33
H 3.41 -4.37 -3.08
O -0.93 1.39 -3.41
S -0.02 1.88 -2.37
N 0.43 0.99 -1.28
C 3.16 3.32 2.71
N 2.40 4.41 2.13
C 2.18 5.48 3.11
C 1.23 4.06 1.43
S 0.47 2.61 1.69
N 0.83 5.01 0.56
C 1.65 6.14 0.18
C -0.40 4.90 -0.20
H 4.11 3.72 3.03
H 3.33 2.55 1.96
H 2.64 2.86 3.56
H 1.64 5.10 3.98
H 1.61 6.29 2.67
H 3.14 5.87 3.43
H 2.67 5.99 0.53
H 1.25 7.07 0.60
H 1.64 6.22 -0.91
H -0.98 4.05 0.16
H -0.17 4.76 -1.26
H -0.98 5.82 -0.08

---

# 3
63
Properties=species:S:1:pos:R:3 method="wB97M-V/def2-TZVPD" charge=0 orbital_gap_ev=8.52 smiles="Cc1ccc(C)c(NC(=O)COC(=O)C[C@H]2c3ccccc3CCN2S(=O)(=O)c2ccc(F)cc2)c1" lumo_ev=0.4 max_force_ev_per_a=1.1
C 2.79 6.22 2.14
C 2.80 4.99 1.28
C 3.99 4.35 0.95
C 3.98 3.22 0.16
C 2.79 2.68 -0.32
C 1.59 3.31 0.03
C 1.61 4.45 0.82
H 0.68 4.94 1.06
N 0.37 2.77 -0.42
C -0.79 3.42 -0.60
O -0.97 4.61 -0.46
C -1.93 2.48 -1.02
H -1.67 1.93 -1.93
H -2.84 3.07 -1.18
O -2.15 1.55 0.04
C -2.74 0.40 -0.26
O -3.15 0.11 -1.36
C -2.78 -0.51 0.94
H -3.53 -1.28 0.79
H -3.00 0.07 1.83
C -1.38 -1.16 1.06
N -1.16 -1.95 -0.14
S 0.09 -1.45 -1.12
O -0.01 -0.01 -1.19
O 1.36 -1.98 -0.71
C -0.35 -2.15 -2.71
C 0.56 -2.97 -3.34
C 0.25 -3.50 -4.58
C -0.97 -3.17 -5.15
C -1.88 -2.33 -4.52
C -1.56 -1.81 -3.28
H -2.24 -1.16 -2.76
H -2.81 -2.10 -5.01
F -1.28 -3.67 -6.36
H 0.93 -4.15 -5.11
H 1.50 -3.20 -2.85
C -1.33 -3.38 -0.03
C -0.44 -3.95 1.07
C -0.75 -3.25 2.36
C -0.59 -3.91 3.57
C -0.84 -3.26 4.77
C -1.25 -1.94 4.76
C -1.42 -1.28 3.56
C -1.19 -1.93 2.35
H -1.72 -0.24 3.56
H -1.43 -1.42 5.69
H -0.71 -3.79 5.70
H -0.25 -4.93 3.57
H 0.60 -3.76 0.80
H -0.59 -5.02 1.16
H -2.39 -3.58 0.19
H -1.09 -3.81 -1.01
H -0.64 -0.35 1.04
H 0.39 1.78 -0.67
C 2.82 1.46 -1.20
H 2.38 0.60 -0.70
H 3.84 1.21 -1.46
H 2.26 1.63 -2.11
H 4.91 2.74 -0.10
H 4.93 4.75 1.30
H 2.64 5.94 3.19
H 1.98 6.88 1.85
H 3.74 6.75 2.07

---

# 4
59
Properties=species:S:1:pos:R:3 method="wB97M-V/def2-TZVPD" charge=-1 orbital_gap_ev=3.12 lumo_ev=1.3 max_force_ev_per_a=4.1
Ga -1.21 1.06 -1.85
C -0.60 1.31 -4.89
C -2.06 1.47 -4.66
C -2.96 1.67 -5.71
C -4.23 2.13 -5.42
C -4.59 2.46 -4.07
C -5.90 3.04 -3.76
C -6.23 3.17 -2.44
C -5.35 2.80 -1.43
C -4.10 2.29 -1.67
S -3.01 1.78 -0.41
C -3.71 2.18 -3.03
N -2.45 1.66 -3.40
H 0.00 2.21 -4.72
H -0.37 0.88 -5.92
H -0.27 0.58 -4.16
H -2.68 1.25 -6.66
H -4.90 2.38 -6.24
H -6.64 3.20 -4.56
H -7.26 3.47 -2.13
H -5.84 2.78 -0.46
C -2.11 -0.25 4.39
C -1.77 0.75 3.47
C -0.65 0.64 2.67
C 0.13 -0.60 2.80
C -0.18 -1.54 3.84
C -1.33 -1.36 4.61
N 1.20 -0.74 1.91
N 1.19 0.04 0.80
C 1.91 -0.61 -0.09
C 2.16 -0.28 -1.47
C 2.80 -1.21 -2.27
C 3.45 -2.29 -1.71
C 3.35 -2.57 -0.35
C 2.58 -1.74 0.44
H -3.09 -0.21 4.91
H -2.46 1.57 3.34
H -0.39 1.25 1.87
H 0.35 -2.44 4.01
H -1.57 -2.03 5.50
H 1.80 0.63 -1.89
H 2.79 -1.13 -3.31
H 3.99 -3.04 -2.35
H 3.84 -3.41 0.15
C 4.50 -2.72 2.92
C 3.53 -1.49 2.89
C 3.19 -1.37 4.40
C 4.28 -0.22 2.36
C 2.29 -1.78 1.94
H 5.30 -2.50 3.62
H 4.93 -2.97 1.94
H 3.93 -3.62 3.24
H 4.11 -1.23 4.98
H 2.62 -2.27 4.71
H 2.53 -0.48 4.53
H 4.56 0.45 3.14
H 3.68 0.33 1.65
H 5.14 -0.57 1.71
H 1.79 -2.77 2.28

---

# 5
67
Properties=species:S:1:pos:R:3 method="wB97M-V/def2-TZVPD" charge=-2 orbital_gap_ev=4.52 e_above_lowest_kj_mol=1.1 lumo_ev=3.4 max_force_ev_per_a=0.6
Na -0.39 -0.11 -1.01
C 3.14 -4.63 3.00
C 3.73 -3.77 1.88
N 2.88 -3.66 0.71
C 1.70 -2.91 0.77
S 0.54 -3.24 -0.45
N 1.63 -2.05 1.74
N 0.54 -1.18 1.67
C -0.44 -1.45 2.42
C -0.56 -2.71 3.24
C -1.56 -0.46 2.48
C -2.88 -0.85 2.26
C -3.88 0.09 2.31
C -3.55 1.41 2.59
C -2.21 1.71 2.82
N -1.23 0.80 2.77
H 3.83 -4.68 3.86
H 2.95 -5.65 2.66
H 2.20 -4.19 3.34
H 4.69 -4.18 1.56
H 3.91 -2.77 2.26
H 2.74 -4.51 0.19
H -0.26 -3.57 2.64
H -1.57 -2.84 3.61
H 0.12 -2.65 4.10
H -3.09 -1.88 2.00
H -4.91 -0.18 2.10
H -4.29 2.20 2.61
H -1.90 2.73 3.03
I 0.66 4.90 0.84
C -1.20 4.12 0.29
C -2.33 4.93 0.34
C -3.57 4.46 0.00
I -5.21 5.77 0.10
C -3.73 3.11 -0.43
C -4.94 2.52 -0.82
C -4.97 1.19 -1.19
C -3.79 0.45 -1.14
N -2.64 0.98 -0.76
C -2.58 2.28 -0.45
C -1.23 2.77 -0.12
O -0.24 2.02 -0.21
H -2.21 5.96 0.67
H -5.85 3.11 -0.83
H -5.89 0.72 -1.51
H -3.77 -0.59 -1.42
C -0.85 1.58 -3.98
O -0.91 0.44 -4.83
C -1.18 -0.86 -4.18
O -1.26 -0.76 -2.96
H -0.59 2.44 -4.60
H -0.11 1.47 -3.19
H -1.81 1.78 -3.49
C 6.14 0.02 -2.49
C 4.66 0.05 -2.20
C 3.72 -0.21 -3.19
C 2.37 -0.21 -2.87
N 1.93 0.03 -1.64
C 2.82 0.28 -0.68
C 4.19 0.30 -0.92
H 6.33 -0.04 -3.56
H 6.60 -0.85 -2.02
H 6.63 0.91 -2.10
H 4.03 -0.41 -4.21
H 1.61 -0.43 -3.61
H 2.41 0.46 0.31
H 4.87 0.50 -0.10

---

# 6
66
Properties=species:S:1:pos:R:3 method="wB97M-V/def2-TZVPD" charge=-2 orbital_gap_ev=4.75 e_above_lowest_kj_mol=87.8 lumo_ev=4.5 max_force_ev_per_a=0.5
Sn 1.21 -2.89 -0.03
S 0.86 0.34 -2.65
P -0.11 0.15 -0.89
C 0.49 -0.63 0.48
P 1.79 -0.01 1.38
S 3.62 -0.76 1.17
C 2.00 1.81 1.18
C 1.53 2.77 2.08
C 1.77 4.12 1.86
C 2.48 4.54 0.75
C 2.95 3.59 -0.15
C 2.71 2.24 0.06
C 1.31 -0.17 3.15
C 0.01 0.14 3.53
C -0.39 0.00 4.86
C 0.50 -0.47 5.81
C 1.79 -0.81 5.43
C 2.20 -0.66 4.11
C -0.72 1.84 -0.43
C -0.27 3.00 -1.03
C -0.73 4.24 -0.61
C -1.67 4.33 0.40
C -2.15 3.17 1.00
C -1.67 1.93 0.59
C -1.74 -0.59 -1.33
C -2.59 0.12 -2.18
C -3.82 -0.41 -2.55
C -4.20 -1.67 -2.10
C -3.35 -2.38 -1.27
C -2.13 -1.84 -0.87
H 0.97 2.46 2.95
H 1.39 4.85 2.57
H 2.67 5.59 0.58
H 3.50 3.90 -1.03
H 3.08 1.50 -0.64
H -0.69 0.46 2.78
H -1.41 0.25 5.14
H 0.19 -0.59 6.84
H 2.49 -1.20 6.16
H 3.19 -0.92 3.79
H 0.46 2.91 -1.84
H -0.35 5.14 -1.08
H -2.03 5.30 0.74
H -2.88 3.23 1.80
H -2.04 1.02 1.04
H -2.28 1.08 -2.56
H -4.47 0.15 -3.20
H -5.15 -2.09 -2.39
H -3.63 -3.37 -0.91
H -1.50 -2.40 -0.19
N 2.76 -2.79 -3.74
N 1.57 -2.46 -4.43
C 0.37 -2.96 -4.06
N -0.72 -2.35 -4.58
N 0.44 -4.01 -3.27
N -0.70 -4.56 -2.81
O -1.78 -4.42 -3.40
O -0.60 -5.19 -1.78
H 2.67 -2.40 -2.80
H 2.73 -3.80 -3.61
H 1.57 -1.51 -4.76
H -0.60 -1.35 -4.68
H -1.59 -2.64 -4.15
C 0.35 -3.76 1.59
H 0.07 -3.26 2.52
H 0.29 -4.85 1.65

---

# 7
66
Properties=species:S:1:pos:R:3 method="wB97M-V/def2-TZVPD" charge=0 orbital_gap_ev="5.49 / 5.09" e_above_lowest_kj_mol=0.0 multiplicity=5 lumo_ev="0.1 / -2.6" max_force_ev_per_a=3.4
Ru -0.28 1.05 0.07
C 3.78 -0.73 -0.67
C 2.42 -0.15 -0.85
N 1.62 0.08 0.23
N 2.15 -0.21 1.44
C 1.40 0.19 2.50
S 0.00 1.19 2.28
S 1.75 -0.24 4.13
C 2.93 -1.57 3.84
C 2.29 -2.95 3.67
C 2.33 -3.82 4.77
C 1.68 -5.05 4.75
C 1.00 -5.42 3.60
C 0.99 -4.61 2.48
C 1.65 -3.38 2.50
C 2.07 0.30 -2.18
C 3.08 0.67 -3.09
C 2.77 1.02 -4.39
C 1.46 0.95 -4.87
C 0.44 0.66 -4.00
C 0.72 0.41 -2.64
O -0.34 0.33 -1.82
H 3.81 -1.33 0.24
H 4.51 0.09 -0.64
H 4.04 -1.31 -1.58
H 3.53 -1.66 4.76
H 3.54 -1.35 2.96
H 2.86 -3.52 5.70
H 1.69 -5.71 5.62
H 0.48 -6.38 3.58
H 0.43 -4.89 1.60
H 1.64 -2.76 1.60
H 4.12 0.63 -2.76
H 3.58 1.33 -5.06
H 1.23 1.15 -5.92
H -0.60 0.59 -4.32
S 0.72 2.90 -0.62
C 0.11 4.46 -0.25
C -0.35 4.74 1.04
C -0.95 5.97 1.28
C -0.88 6.97 0.32
C -0.24 6.74 -0.91
C 0.23 5.47 -1.20
H -0.33 3.92 1.77
H -1.41 6.21 2.24
H -1.30 7.94 0.53
H -0.22 7.54 -1.65
H 0.64 5.23 -2.19
O -4.59 1.57 -0.01
C -3.41 1.61 0.04
N -2.21 1.65 0.08
S -1.20 -1.13 0.69
C -2.56 -1.52 -0.33
N -3.71 -1.91 0.24
C -4.97 -1.88 -0.51
C -4.71 -2.34 -1.94
C -3.55 -1.59 -2.55
N -2.40 -1.59 -1.65
H -3.72 -1.96 1.26
H -5.30 -0.85 -0.52
H -5.73 -2.48 0.02
H -5.62 -2.13 -2.52
H -4.51 -3.43 -1.96
H -3.80 -0.54 -2.74
H -3.25 -2.05 -3.51
H -1.53 -1.14 -1.96

---

- What is the charge in the seventh record?
  0